1.
Here is a 6-piece molecular cluster, C52H65BN5O24 overall in a non-equilibrium geometry from the Open Molecules 2025 dataset. Energies are from the ωB97M-V functional and the def2-TZVPD basis.

## Properties
- Total energy: -112234.54808 eV
- LUMO energy: -4.63 eV
- Charge: +1
- Gap between HOMO and LUMO: 6.084 eV
- HOMO level: -10.7104 eV

Last column: Mulliken charge in e.
Element x y z (Å)
C  -0.251  -4.376  -1.023  -1.323
C  -1.589  -3.598  -0.911  0.360
C  -1.429  -2.323  -0.056  -1.047
C  -0.732  -1.183  -0.821  1.010
C  0.796  -1.127  -0.649  -0.331
C  1.313  0.267  -1.067  0.178
C  2.837  0.323  -1.238  -1.142
C  3.383  -0.253  -2.558  -0.407
C  2.532  0.037  -3.808  -0.731
C  1.533  -1.094  -4.177  -0.109
C  0.174  -0.481  -4.592  0.613
C  -0.741  -1.462  -5.362  -1.561
C  -2.182  -1.545  -4.822  -0.709
C  -2.716  -0.191  -4.316  0.976
C  -4.206  0.070  -4.646  -1.580
N  -4.962  0.406  -3.409  0.297
B  -5.813  -0.742  -2.851  0.356
O  -6.944  -1.033  -3.592  -0.509
N  -5.383  -1.512  -1.711  0.261
C  -4.839  -2.790  -2.299  -0.961
C  -6.585  -1.865  -0.888  -1.194
C  -4.861  1.583  -2.903  -0.015
N  -4.070  2.518  -3.553  0.015
C  -3.199  3.317  -2.695  -0.673
O  -1.862  2.866  -2.811  -0.115
C  -1.108  3.652  -3.679  0.925
C  0.127  4.309  -3.145  -1.172
O  -1.453  3.767  -4.823  -0.545
N  -5.521  1.954  -1.697  -0.563
O  -4.824  1.410  -0.554  0.201
C  -5.639  1.096  0.413  0.595
N  -6.283  0.692  1.279  -0.602
H  -0.405  -5.455  -1.009  0.439
H  0.371  -4.135  -0.160  0.259
H  0.296  -4.093  -1.921  0.235
H  -1.859  -3.272  -1.920  -0.421
H  -2.382  -4.245  -0.538  0.431
H  -0.886  -2.587  0.853  0.492
H  -2.424  -1.987  0.253  0.218
H  -1.178  -0.231  -0.518  0.581
H  -0.956  -1.304  -1.888  -1.211
H  0.992  -1.207  0.422  0.554
H  1.293  -1.918  -1.205  -0.105
H  1.051  0.937  -0.241  0.637
H  0.784  0.652  -1.940  -0.550
H  3.181  1.344  -1.063  0.425
H  3.259  -0.277  -0.425  0.235
H  3.576  -1.324  -2.490  -0.052
H  4.360  0.209  -2.725  0.511
H  3.185  0.191  -4.670  0.530
H  1.986  0.975  -3.686  0.029
H  1.358  -1.689  -3.279  -0.469
H  1.934  -1.709  -4.981  0.637
H  -0.279  -0.110  -3.676  -0.466
H  0.410  0.352  -5.257  0.525
H  -0.738  -1.219  -6.425  0.296
H  -0.301  -2.459  -5.287  0.540
H  -2.824  -1.927  -5.622  0.680
H  -2.210  -2.299  -4.035  -0.162
H  -2.113  0.639  -4.672  0.285
H  -2.636  -0.203  -3.225  -0.145
H  -4.650  -0.845  -5.041  0.588
H  -4.341  0.832  -5.405  0.333
H  -7.541  -0.274  -3.619  0.362
H  -3.869  -2.620  -2.759  -0.098
H  -5.539  -3.247  -3.005  0.434
H  -4.708  -3.488  -1.474  0.495
H  -6.317  -1.805  0.165  0.318
H  -7.420  -1.179  -1.037  0.415
H  -6.937  -2.872  -1.104  0.404
H  -4.574  3.075  -4.233  0.337
H  -3.260  4.354  -3.025  0.466
H  -3.483  3.293  -1.645  0.323
H  1.001  3.708  -3.402  0.213
H  0.138  4.443  -2.066  0.260
H  0.252  5.279  -3.610  0.375
H  -6.519  1.769  -1.675  0.438
C  7.285  -5.178  -0.661  -0.891
C  6.365  -4.211  -0.575  0.370
C  5.189  -4.145  -1.504  0.982
O  4.387  -3.241  -1.346  -0.489
C  5.071  -5.157  -2.539  -1.069
C  5.993  -6.127  -2.631  0.248
C  7.159  -6.206  -1.684  0.950
O  7.941  -7.125  -1.823  -0.617
O  5.948  -7.082  -3.552  -0.575
O  6.428  -3.244  0.342  -0.548
H  8.133  -5.228  0.007  0.449
H  4.229  -5.093  -3.213  0.488
H  6.726  -7.650  -3.392  0.360
H  5.648  -2.676  0.201  0.283
C  -3.223  2.503  5.560  -1.160
C  -1.903  2.726  5.481  0.345
C  -1.060  2.125  4.390  1.016
O  0.126  2.389  4.373  -0.620
C  -1.708  1.257  3.416  -1.004
C  -3.024  1.032  3.501  0.201
C  -3.867  1.658  4.574  1.103
O  -5.062  1.417  4.567  -0.745
O  -3.682  0.247  2.648  -0.484
O  -1.247  3.487  6.348  -0.565
H  -3.842  2.929  6.338  0.514
H  -1.090  0.813  2.648  0.739
H  -4.616  0.255  2.939  0.237
H  -0.312  3.484  6.066  0.365
C  11.814  -2.678  3.348  -0.984
C  10.893  -1.710  3.438  0.360
C  9.716  -1.643  2.505  0.990
O  8.913  -0.743  2.662  -0.638
C  9.604  -2.656  1.467  -0.920
C  10.526  -3.621  1.377  0.382
C  11.689  -3.703  2.322  0.942
O  12.473  -4.622  2.180  -0.621
O  10.476  -4.573  0.444  -0.511
O  10.946  -0.743  4.350  -0.560
H  12.662  -2.736  4.016  0.424
H  8.764  -2.597  0.790  0.430
H  11.253  -5.145  0.592  0.344
H  10.162  -0.182  4.195  0.364
C  -0.834  9.970  -0.621  -0.958
C  -0.437  9.062  -1.520  0.378
C  0.410  7.883  -1.137  1.005
O  0.708  7.086  -2.014  -0.586
C  0.826  7.749  0.246  -1.033
C  0.435  8.659  1.149  0.365
C  -0.436  9.827  0.772  0.969
O  -0.764  10.596  1.652  -0.599
O  0.778  8.600  2.428  -0.563
O  -0.762  9.132  -2.811  -0.580
H  -1.446  10.821  -0.885  0.432
H  1.450  6.905  0.506  0.457
H  0.366  9.373  2.859  0.368
H  -0.340  8.365  -3.238  0.343
C  -4.497  -2.199  7.781  -0.887
C  -4.984  -1.050  7.294  0.357
C  -5.252  0.134  8.183  1.063
O  -5.670  1.153  7.667  -0.608
C  -4.994  0.000  9.608  -1.110
C  -4.512  -1.151  10.093  0.369
C  -4.220  -2.326  9.203  1.010
O  -3.767  -3.330  9.717  -0.612
O  -4.254  -1.342  11.383  -0.568
O  -5.254  -0.875  6.001  -0.573
H  -4.297  -3.056  7.152  0.441
H  -5.204  0.852  10.239  0.431
H  -3.914  -2.254  11.460  0.364
H  -5.599  0.040  5.900  0.316

2.
Here is C52H65ClN4O12ReS3Si2 as an isolated structure in a non-equilibrium geometry from the Open Molecules 2025 dataset. Energies are from the ωB97M-V functional and the def2-TZVPD basis.

## Properties
- Total energy: -148432.19260 eV
- LUMO energy (spin up / spin down): 3.34 / 2.78 eV
- Charge: -2
- Multiplicity: 2
- Gap between HOMO and LUMO (spin up / spin down): 5.615 / 5.047 eV
- HOMO level (spin up / spin down): -2.2789 / -2.2711 eV

Last column: Mulliken spin population.
Element x y z (Å)
Re  -0.459  0.918  0.378  0.583
C  0.024  5.987  -6.055  0.000
O  0.793  6.909  -5.300  0.000
C  1.748  6.392  -4.488  0.002
C  2.113  5.050  -4.460  -0.001
C  3.100  4.618  -3.581  0.005
C  3.754  5.512  -2.734  -0.002
C  3.398  6.855  -2.806  -0.001
C  2.404  7.291  -3.661  -0.001
N  4.928  5.175  -1.960  0.022
N  5.115  4.092  -1.364  -0.006
C  4.091  3.163  -1.022  0.031
C  4.398  1.824  -1.181  -0.021
C  3.438  0.811  -1.121  0.052
C  2.140  1.133  -0.772  -0.026
O  1.130  0.308  -0.746  -0.020
C  1.885  2.465  -0.356  -0.019
N  0.643  2.618  0.196  -0.056
C  0.282  3.813  0.626  0.132
C  1.142  4.913  0.517  -0.046
C  2.385  4.777  -0.035  0.081
C  2.799  3.511  -0.514  -0.006
H  -0.714  6.575  -6.590  0.000
H  -0.484  5.269  -5.409  0.000
H  0.639  5.445  -6.778  0.000
H  1.638  4.324  -5.105  0.000
H  3.377  3.572  -3.576  0.001
H  3.901  7.564  -2.156  0.000
H  2.122  8.337  -3.702  0.000
H  5.419  1.586  -1.463  -0.001
H  3.673  -0.222  -1.355  0.014
H  -0.691  3.885  1.087  0.000
H  0.810  5.871  0.895  0.000
H  3.056  5.622  -0.084  0.002
C  -3.454  2.514  -3.124  0.002
Si  -2.025  2.755  -1.945  -0.015
C  -0.448  2.334  -2.849  0.007
C  -2.055  4.601  -1.494  0.005
N  -2.097  1.744  -0.511  0.055
C  -3.323  1.471  0.121  -0.009
C  -4.444  2.302  0.022  -0.002
C  -5.650  1.993  0.639  0.000
C  -5.777  0.819  1.361  0.001
C  -4.674  -0.019  1.491  -0.002
C  -3.466  0.328  0.919  0.020
O  -2.324  -0.453  1.016  0.063
C  -2.227  -1.549  1.891  -0.006
C  -2.549  -1.436  3.231  -0.001
C  -2.429  -2.558  4.040  -0.006
C  -1.965  -3.760  3.516  0.000
C  -1.580  -3.826  2.181  -0.003
C  -1.708  -2.714  1.362  0.012
H  -3.201  2.978  -4.089  0.000
H  -4.396  2.949  -2.776  0.000
H  -3.595  1.442  -3.283  -0.001
H  0.416  2.906  -2.496  -0.003
H  -0.245  1.267  -2.709  -0.004
H  -0.567  2.515  -3.923  0.001
H  -1.163  5.118  -1.877  -0.001
H  -2.082  4.750  -0.409  -0.001
H  -2.936  5.095  -1.921  0.001
H  -4.350  3.231  -0.532  0.001
H  -6.487  2.678  0.551  0.000
H  -6.710  0.561  1.849  0.000
H  -4.753  -0.948  2.039  -0.001
H  -2.847  -0.479  3.640  0.000
H  -2.686  -2.483  5.091  0.000
H  -1.885  -4.634  4.152  0.000
H  -1.164  -4.738  1.765  0.000
H  -1.375  -2.720  0.331  -0.007
C  2.335  -7.946  -0.717  0.000
C  1.132  -7.315  -1.425  0.000
C  -0.169  -7.828  -0.814  0.000
C  1.180  -7.643  -2.914  0.000
O  1.124  -5.901  -1.319  -0.001
Si  1.954  -4.791  -0.392  0.003
S  1.147  -2.946  -0.747  -0.006
O  1.841  -5.432  1.147  0.000
C  2.451  -5.044  2.373  0.002
C  3.823  -5.715  2.469  0.000
C  2.599  -3.530  2.489  -0.006
C  1.553  -5.551  3.494  0.000
O  3.589  -4.966  -0.739  0.000
C  4.530  -4.269  -1.540  0.000
C  5.602  -5.292  -1.904  0.000
C  3.922  -3.704  -2.821  0.000
C  5.135  -3.144  -0.707  0.000
H  2.343  -9.031  -0.873  0.000
H  2.290  -7.730  0.353  0.000
H  3.263  -7.516  -1.105  0.000
H  -0.268  -8.913  -0.942  0.000
H  -1.019  -7.332  -1.292  0.000
H  -0.188  -7.584  0.253  0.000
H  1.134  -8.725  -3.080  0.000
H  2.105  -7.251  -3.348  0.000
H  0.334  -7.166  -3.419  0.000
H  4.417  -5.450  1.591  0.000
H  3.711  -6.804  2.496  0.000
H  4.346  -5.387  3.375  0.000
H  3.324  -3.153  1.761  0.000
H  2.934  -3.259  3.497  0.000
H  1.645  -3.038  2.287  0.005
H  1.334  -6.613  3.347  0.000
H  0.615  -4.992  3.498  0.000
H  2.046  -5.419  4.463  0.000
H  5.169  -6.073  -2.534  0.000
H  5.996  -5.759  -0.996  0.000
H  6.425  -4.812  -2.446  0.000
H  3.411  -4.499  -3.374  0.000
H  4.714  -3.274  -3.448  0.000
H  3.182  -2.940  -2.582  0.000
H  5.570  -3.550  0.211  0.000
H  4.344  -2.435  -0.440  0.000
H  5.915  -2.617  -1.269  0.000
O  -0.723  1.122  4.431  0.002
S  -0.203  1.501  3.145  0.000
O  0.685  2.645  3.162  0.002
O  -1.345  1.715  2.125  0.002
S  0.769  -0.046  2.223  0.099
C  -4.939  -3.973  -0.067  0.000
C  -4.357  -4.864  -1.132  0.000
C  -4.820  -6.150  -1.350  0.000
C  -4.256  -6.946  -2.342  0.000
Cl  -4.884  -8.564  -2.609  0.000
C  -3.218  -6.477  -3.115  0.000
C  -2.740  -5.185  -2.907  0.001
C  -3.305  -4.376  -1.928  0.000
O  -2.921  -3.118  -1.675  0.000
C  -1.916  -2.533  -2.520  -0.003
C  -1.823  -1.062  -2.130  -0.007
O  -2.421  -0.225  -2.835  0.001
O  -1.108  -0.894  -1.097  0.078
H  -5.840  -4.414  0.366  0.000
H  -5.182  -2.992  -0.483  0.000
H  -4.207  -3.800  0.727  0.000
H  -5.624  -6.542  -0.738  0.000
H  -2.774  -7.110  -3.875  0.000
H  -1.911  -4.820  -3.500  0.000
H  -2.211  -2.612  -3.567  0.000
H  -0.945  -3.002  -2.334  0.000

3.
Here is a 13-piece molecular cluster, C52H65N13 overall in a non-equilibrium geometry from the Open Molecules 2025 dataset. Energies are from the ωB97M-V functional and the def2-TZVPD basis.

## Properties
- Total energy: -74342.31084 eV
- LUMO energy: 0.15 eV
- Charge: 0
- Gap between HOMO and LUMO: 8.068 eV
- HOMO level: -7.9204 eV

Last column: Mulliken charge in e.
Element x y z (Å)
N  15.205  29.108  -3.989  0.032
C  14.544  28.531  -2.920  -0.619
C  14.552  27.146  -3.053  -0.299
C  15.231  26.867  -4.210  -0.548
C  15.519  28.100  -4.814  -0.492
H  15.450  30.079  -4.122  0.207
H  14.118  29.156  -2.150  0.388
H  14.013  26.372  -2.528  0.390
H  15.290  25.926  -4.736  0.422
H  15.967  28.386  -5.754  0.516
N  4.374  30.922  -3.174  -0.023
C  4.604  30.111  -4.279  -0.345
C  3.411  29.968  -4.935  -0.395
C  2.446  30.649  -4.220  -0.414
C  2.996  31.140  -3.028  -0.538
H  5.067  31.052  -2.450  0.221
H  5.587  29.692  -4.438  0.396
H  3.407  29.408  -5.859  0.378
H  1.399  30.632  -4.483  0.370
H  2.522  31.694  -2.231  0.349
N  14.016  23.464  -15.739  0.040
C  14.584  23.803  -16.939  -0.429
C  13.566  24.446  -17.651  -0.422
C  12.458  24.675  -16.824  -0.591
C  12.749  23.909  -15.673  -0.357
H  14.475  22.941  -15.007  0.181
H  15.599  23.485  -17.127  0.399
H  13.664  24.764  -18.678  0.385
H  11.509  25.109  -17.101  0.393
H  12.188  23.619  -14.797  0.402
N  6.732  18.418  -8.789  0.014
C  7.915  18.259  -8.109  -0.564
C  8.778  19.320  -8.274  -0.371
C  8.120  20.123  -9.214  -0.214
C  6.951  19.568  -9.546  -0.703
H  6.009  17.712  -8.781  0.214
H  8.078  17.297  -7.646  0.343
H  9.737  19.553  -7.834  0.459
H  8.583  20.999  -9.645  0.438
H  6.221  19.740  -10.322  0.387
N  2.161  21.977  -4.889  0.005
C  3.104  21.721  -5.843  -0.399
C  3.931  22.781  -6.043  -0.449
C  3.475  23.761  -5.137  -0.357
C  2.416  23.259  -4.470  -0.567
H  1.453  21.363  -4.513  0.198
H  3.100  20.717  -6.242  0.372
H  4.701  22.816  -6.799  0.421
H  3.899  24.740  -4.975  0.416
H  1.750  23.734  -3.766  0.356
N  20.054  28.284  -11.484  -0.015
C  19.103  27.254  -11.688  -0.789
C  18.752  26.831  -10.454  -0.092
C  19.439  27.531  -9.465  -0.397
C  20.228  28.409  -10.132  -0.450
H  20.466  28.862  -12.202  0.203
H  18.804  26.875  -12.654  0.371
H  18.157  25.988  -10.136  0.402
H  19.298  27.355  -8.409  0.407
H  20.839  29.251  -9.843  0.363
N  15.783  28.701  -15.815  0.026
C  16.416  29.653  -16.570  -0.391
C  16.463  30.826  -15.788  -0.470
C  15.921  30.504  -14.558  -0.361
C  15.411  29.240  -14.612  -0.541
H  15.519  27.818  -16.229  0.186
H  16.954  29.348  -17.455  0.345
H  16.899  31.767  -16.089  0.374
H  15.987  31.192  -13.728  0.422
H  14.956  28.592  -13.877  0.407
N  15.316  18.835  -13.318  -0.009
C  16.617  19.253  -13.554  -0.504
C  16.895  20.281  -12.655  -0.377
C  15.695  20.583  -11.926  -0.353
C  14.757  19.640  -12.320  -0.527
H  14.834  18.106  -13.824  0.201
H  17.222  18.735  -14.283  0.380
H  17.858  20.738  -12.481  0.397
H  15.596  21.369  -11.192  0.421
H  13.705  19.483  -12.135  0.376
N  13.710  32.083  -8.565  0.080
C  14.490  31.344  -9.397  -0.497
C  15.829  31.631  -9.080  -0.424
C  15.781  32.630  -8.136  -0.545
C  14.482  32.852  -7.792  -0.514
H  12.701  32.046  -8.583  0.174
H  13.967  30.795  -10.167  0.448
H  16.658  31.163  -9.589  0.498
H  16.627  33.083  -7.640  0.388
H  14.111  33.495  -7.008  0.392
N  8.559  30.106  -10.698  0.020
C  9.191  31.109  -11.401  -0.549
C  9.139  32.215  -10.549  -0.382
C  8.537  31.897  -9.338  -0.532
C  8.276  30.536  -9.442  -0.396
H  8.527  29.134  -10.970  0.222
H  9.792  30.940  -12.282  0.369
H  9.469  33.201  -10.844  0.399
H  8.439  32.525  -8.465  0.440
H  7.881  29.791  -8.767  0.410
N  8.921  33.744  -2.612  0.025
C  8.913  32.595  -1.916  -0.600
C  9.550  31.606  -2.700  -0.383
C  9.947  32.146  -3.902  -0.355
C  9.519  33.489  -3.792  -0.524
H  8.597  34.613  -2.213  0.204
H  8.522  32.597  -0.909  0.403
H  9.753  30.587  -2.405  0.394
H  10.356  31.640  -4.764  0.465
H  9.691  34.270  -4.518  0.373
N  11.953  26.754  -7.975  0.108
C  12.472  25.992  -8.957  -0.748
C  11.532  25.160  -9.459  -0.359
C  10.311  25.448  -8.806  -0.390
C  10.652  26.350  -7.812  -0.535
H  12.434  27.469  -7.448  0.172
H  13.446  26.200  -9.375  0.453
H  11.650  24.330  -10.140  0.428
H  9.306  25.085  -8.965  0.437
H  10.091  26.767  -6.989  0.430
N  12.469  22.352  -5.310  0.075
C  13.661  21.650  -5.401  -0.650
C  13.814  20.872  -4.227  -0.387
C  12.635  21.066  -3.487  -0.300
C  11.899  22.007  -4.145  -0.485
H  11.992  22.977  -5.943  0.186
H  14.202  21.733  -6.331  0.430
H  14.588  20.168  -3.959  0.375
H  12.248  20.533  -2.631  0.370
H  10.926  22.359  -3.836  0.389

Calculated values (kcal/mol) of energy above the lowest of the compared OMol25 structures with the same formula, charge and spin for the records, taken in order: 0.0, 46.2, 96.5.